# C9H14OS

A 2-piece molecular cluster, C9H14OS overall in a non-equilibrium geometry (the ωB97M-V functional and the def2-TZVPD basis, the Open Molecules 2025 dataset).

Structure (XYZ):
```
25
Properties=species:S:1:pos:R:3:mulliken_charge:R:1
C 0.17548 -2.44132 3.18526 -1.301
C -0.39653 -1.99104 1.78089 0.813
C -1.37004 -2.80627 1.13158 -0.721
C -1.47550 -2.72288 -0.24745 -0.445
C -0.81603 -1.76800 -0.98068 0.364
O -0.85619 -1.46739 -2.31552 -0.508
C -0.01609 -0.86931 -0.26501 -0.107
C 0.40044 -1.13213 1.05172 -0.771
H -0.51590 -3.15243 3.66199 0.337
H 0.18877 -1.61716 3.81831 0.374
H 1.11040 -2.93757 2.81828 0.307
H -2.11822 -3.33239 1.68518 0.348
H -2.24925 -3.32678 -0.66849 0.316
H -1.25811 -2.10104 -2.89408 0.314
H 0.41718 -0.05341 -0.87924 0.324
H 1.20181 -0.54845 1.53100 0.352
C -0.14709 3.30323 -0.40705 -0.896
S 1.56470 2.96035 -0.81558 -0.076
C 1.91815 3.87335 -2.35927 -0.779
H -0.44930 2.71129 0.44272 0.298
H -0.32935 4.32606 0.01172 0.351
H -0.86410 3.11683 -1.21000 0.298
H 2.98274 3.98343 -2.42424 0.287
H 1.29284 4.75013 -2.41608 0.277
H 1.60919 3.24292 -3.23597 0.244
```

Summary:
- lowest unoccupied orbital energy (eV) = 0.83
- SMILES = Cc1ccc(O)cc1.CSC
- relative energy (zero: lowest compared OMol25 entry of this formula, charge and spin) (kJ/mol) = 120.6
- max |F| (eV/Å) = 3.618
- HOMO (eV) = -8.22
- HOMO-LUMO gap (eV) = 9.05
- E (Ha) = -824.7061

# C12H18F6O8Pb

C12H18F6O8Pb as an isolated structure in a non-equilibrium geometry (the ωB97M-V functional and the def2-TZVPD basis, the Open Molecules 2025 dataset).

Structure (XYZ):
```
45
Properties=species:S:1:pos:R:3:mulliken_charge:R:1
Pb -0.53918 1.16557 -0.60494 1.342
O -0.21126 3.28088 0.79564 -0.865
C 0.74706 3.98662 -0.01408 -0.457
C 0.55647 4.14790 -1.59889 -0.413
O 0.02346 3.03047 -2.33066 -0.836
H 1.68101 3.44233 0.12587 0.016
H 0.96456 4.98026 0.37766 0.372
H 1.50713 4.56146 -1.93549 0.263
H -0.08757 4.98923 -1.85480 0.294
O -2.54294 0.44879 1.02320 -0.803
C -3.61025 -0.08399 0.20212 -0.382
C -3.75476 0.42819 -1.28560 -0.687
O -2.65984 0.67752 -2.13751 -0.790
H -4.57609 0.18074 0.63243 0.365
H -3.71825 -1.16830 0.17540 0.093
H -4.34109 1.33698 -1.14984 0.298
H -4.56271 -0.11127 -1.77987 0.326
C -1.15409 -3.43083 0.26050 -0.964
C -0.15825 -3.98016 -0.81587 -0.264
O -0.59177 -3.48964 -2.08227 -0.341
C -0.39955 -2.19950 -2.49214 0.420
O 0.14292 -1.28143 -1.91394 -0.527
C -0.95712 -2.10191 -3.97914 0.875
F -0.61731 -0.83665 -4.52607 -0.221
F -0.25676 -3.01875 -4.66278 -0.269
F -2.29439 -2.38044 -4.05705 -0.234
H -0.92695 -2.41579 0.58639 0.142
H -1.19303 -4.01832 1.17780 0.428
H -2.18207 -3.41612 -0.10163 0.339
H -0.14925 -5.06283 -0.94178 0.260
H 0.87786 -3.71686 -0.60312 0.305
C 4.45723 1.88866 2.52882 -1.280
C 3.06465 1.37437 2.03670 -0.119
O 2.54232 0.30600 2.75055 -0.284
C 1.41423 -0.29568 2.28772 0.167
O 0.80082 -0.07686 1.19614 -0.228
C 0.86899 -1.36422 3.24902 0.798
F -0.34269 -1.10066 3.52335 -0.229
F 0.89327 -2.57568 2.62757 -0.271
F 1.54308 -1.42888 4.35903 -0.277
H 5.20508 1.13157 2.29295 0.316
H 4.33477 2.03578 3.60188 0.331
H 4.77825 2.76778 1.97008 0.361
H 3.13740 1.26196 0.95496 0.276
H 2.28642 2.13161 2.13186 0.352
```

Summary:
- lowest unoccupied orbital energy (eV) = 4.46
- relative energy (zero: lowest compared OMol25 entry of this formula, charge and spin) (kJ/mol) = 0.0
- max |F| (eV/Å) = 6.713
- HOMO (eV) = 0.16
- HOMO-LUMO gap (eV) = 4.30
- E (Ha) = -1861.8478
- net charge = -2

# C6H6O3

A 2-piece molecular cluster, C6H6O3 overall in a non-equilibrium geometry (the ωB97M-V functional and the def2-TZVPD basis, the Open Molecules 2025 dataset).

Structure (XYZ):
```
15
Properties=species:S:1:pos:R:3:mulliken_charge:R:1
O -2.81744 0.70145 -0.90669 -0.516
C -2.51260 1.01857 0.22658 0.019
C -1.45036 0.25788 0.90810 -0.774
C -0.86467 -0.64654 0.11334 0.426
C -0.68512 -1.38022 -1.08134 0.047
O 0.23645 -1.48660 0.03702 -0.439
H -2.94936 1.86786 0.64389 0.455
H -1.41840 0.57258 1.96269 0.353
H -1.31009 -2.22800 -1.44378 0.223
H -0.18429 -0.87044 -1.87214 0.175
C 2.53278 0.59369 -0.59108 -1.002
C 1.38942 1.15178 -0.52390 0.855
O 0.32648 1.65612 -0.58474 -0.382
H 3.43694 1.04869 -0.30815 0.313
H 2.56097 -0.25140 -1.22537 0.249
```

Summary:
- lowest unoccupied orbital energy (eV) = 0.49
- SMILES = O=C/C=C1\CO1.C=C=O
- relative energy (zero: lowest compared OMol25 entry of this formula, charge and spin) (kJ/mol) = 391.5
- max |F| (eV/Å) = 3.925
- HOMO (eV) = -9.06
- HOMO-LUMO gap (eV) = 9.55
- E (Ha) = -457.7880

# C4H9OS

One molecule with the formula C4H9OS in a non-equilibrium geometry (the ωB97M-V functional and the def2-TZVPD basis, the Open Molecules 2025 dataset).

Structure (XYZ):
```
15
Properties=species:S:1:pos:R:3:mulliken_charge:R:1
C -0.52373 -1.34103 -1.02795 -0.036
O -1.28980 -2.12078 -1.79115 -0.420
C -1.19790 -0.08344 -0.29368 -0.778
C -0.51775 1.28502 -0.39810 -0.415
C 1.00727 1.34591 0.01130 -0.696
S 1.25857 0.51838 1.65395 -0.172
H 0.33587 -0.90440 -1.57094 0.229
H -0.10918 -1.99723 -0.21361 0.149
H -2.26568 -0.01962 -0.55923 0.372
H -1.16761 -0.43420 0.72023 0.439
H -0.68007 1.65772 -1.42238 0.311
H -0.92677 1.92392 0.38452 0.275
H 1.40707 2.33926 0.26691 0.361
H 1.77116 0.89281 -0.65838 0.314
H 0.89751 -0.68700 1.18129 0.067
```

Summary:
- <S²> = 0.755
- lowest unoccupied orbital energy (alpha / beta) (eV) = 0.83 / -1.66
- relative energy (zero: lowest compared OMol25 entry of this formula, charge and spin) (kJ/mol) = 109.7
- spin multiplicity = 2
- max |F| (eV/Å) = 2.155
- HOMO (alpha / beta) (eV) = -9.29 / -9.30
- HOMO-LUMO gap (alpha / beta) (eV) = 10.13 / 7.64
- E (Ha) = -631.1225

Question: E of number 3 (C6H6O3)?
Answer: -457.7880 Ha